Entry 1:
C18H18BrN13O2PdS | ωB97M-V/def2-TZVPD

LUMO   3.848 eV
Charge   -2
Multiplicity   1
Orbital gap   5.96 eV

Structure (XYZ):
```
54
Properties=species:S:1:pos:R:3:forces:R:3
Pd 2.61723 -0.13183 0.12411 1.9 -1.2 -0.5
C 1.87698 1.02399 3.89301 0.0 0.0 -0.4
O 1.25333 1.48033 2.68450 0.3 -0.1 0.0
C -0.09519 1.36524 2.62961 -0.3 -0.1 -0.3
C -0.90032 1.68882 3.70619 0.0 0.0 -0.1
C -2.27876 1.61498 3.57408 0.0 0.1 0.1
Br -3.35447 2.20206 5.03793 0.0 -0.1 0.0
C -2.87601 1.15987 2.43137 -0.1 -0.1 -0.1
C -2.07651 0.78919 1.34655 0.4 0.1 0.2
C -0.67968 0.94067 1.40269 0.2 0.0 0.1
O 0.02120 0.70188 0.28743 0.2 0.1 0.4
C -2.71554 0.17806 0.18326 -0.1 -0.1 -0.5
N -4.01616 0.10459 -0.00956 -0.1 0.1 0.3
C -4.17235 -0.62922 -1.16107 0.4 -0.1 -0.1
C -5.32614 -1.05732 -1.81597 0.0 0.0 0.0
C -5.17598 -1.83443 -2.95014 -0.2 0.0 0.0
C -3.91258 -2.18470 -3.44249 0.1 0.0 0.0
C -2.75367 -1.76616 -2.81461 0.1 0.0 0.0
C -2.90421 -0.99174 -1.67192 -0.4 0.0 0.1
N -2.00356 -0.45158 -0.79874 -0.1 -0.1 0.0
H 1.66806 1.69920 4.72983 0.0 -0.1 0.0
H 2.94194 1.01828 3.67478 0.0 0.0 0.0
H 1.54890 0.00571 4.10219 0.0 0.0 0.1
H -0.45975 2.00968 4.63829 0.0 0.0 0.0
H -3.94644 1.04966 2.34282 0.0 0.0 0.0
H 1.04711 0.42558 0.37413 -1.7 0.8 0.5
H -6.30664 -0.80616 -1.43276 0.0 0.0 0.0
H -6.05747 -2.18988 -3.47106 0.0 0.0 0.0
H -3.84154 -2.80138 -4.32969 0.0 0.0 0.0
H -1.77244 -2.03970 -3.18038 0.0 0.0 0.0
H -0.99194 -0.48319 -0.82288 0.0 0.1 0.0
N 1.12063 -3.13691 -1.15207 0.1 -0.1 -0.1
C 1.50443 -2.21820 -2.10222 0.0 0.4 -0.4
N 1.54846 -2.52880 -3.39778 -0.1 -0.3 0.2
N 1.88521 -1.38267 -4.00482 0.0 0.2 0.0
N 2.03432 -0.44330 -3.13141 0.0 0.1 -0.2
N 1.79766 -0.93182 -1.89881 -0.1 -0.2 0.6
C 1.21531 -3.02402 0.21774 -0.1 0.0 0.7
N 0.80190 -4.00423 1.02014 0.0 -0.1 -0.5
N 0.97882 -3.52347 2.25578 0.1 0.1 0.1
N 1.46974 -2.33032 2.20279 0.1 0.2 0.4
N 1.64434 -1.97133 0.91549 -0.1 -0.1 -0.3
H 0.99031 -4.07308 -1.49253 0.0 0.0 0.0
C 3.19477 3.86861 -0.66428 0.1 -0.1 0.0
N 2.81324 2.56212 -0.14961 0.0 0.2 -0.2
C 3.64881 1.46627 -0.51550 -0.2 0.2 0.0
N 3.95761 1.43874 -1.88964 0.1 0.4 -0.2
S 4.82680 0.90514 0.62802 -0.4 -0.3 0.5
H 2.48940 4.62034 -0.30717 0.0 0.0 0.0
H 3.16952 3.85149 -1.75202 0.0 0.1 0.0
H 4.21034 4.15427 -0.34848 0.0 0.0 -0.1
H 2.75114 2.57763 0.85925 -0.1 0.0 0.0
H 3.11374 1.43583 -2.45710 0.0 -0.2 0.0
H 4.47610 0.59721 -2.09724 0.0 0.0 0.0
```
Positions in Å, forces in eV/Å.



Entry 2:
C18H18Cl2N2O2 | ωB97M-V/def2-TZVPD

LUMO   0.558 eV
Multiplicity   1
Orbital gap   9.47 eV

Structure (XYZ):
```
42
Properties=species:S:1:pos:R:3:forces:R:3
O 4.14921 0.49196 0.77997 0.3 0.0 0.3
C 3.07380 0.28680 0.25079 -0.3 0.0 -0.2
N 2.42124 1.18174 -0.51528 -0.1 0.2 -0.1
H 1.47560 0.96016 -0.81003 0.1 -0.1 0.1
C 2.90839 2.52025 -0.73424 0.3 0.2 0.2
H 3.99422 2.49447 -0.61138 -0.1 0.0 -0.1
C 2.31560 3.54978 0.23961 -0.1 -0.1 -0.3
H 2.70070 3.35972 1.24258 0.1 0.0 0.1
C 0.78366 3.52334 0.26550 0.2 -0.1 0.2
C 0.25010 2.51593 1.29570 0.2 0.0 -0.3
N -1.08650 2.05286 0.98140 -0.1 0.2 0.3
C -1.29641 1.06901 0.08355 -0.3 0.3 0.2
O -0.39863 0.53428 -0.53985 0.1 -0.1 -0.2
C -2.73511 0.69170 -0.08217 -0.1 -0.2 -0.2
C -3.68147 1.64953 -0.43052 0.1 -0.1 0.0
C -5.00247 1.29354 -0.63274 -0.1 0.0 0.0
C -5.39163 -0.02751 -0.48108 0.0 0.1 0.0
C -4.46462 -0.99196 -0.12874 0.1 0.0 0.0
C -3.13920 -0.63340 0.06488 -0.1 0.2 0.0
Cl -1.98756 -1.83334 0.52879 -0.1 -0.1 0.0
H -4.75860 -2.02168 -0.00396 0.0 -0.1 0.0
H -6.42154 -0.30950 -0.63765 -0.1 0.0 0.0
H -5.72616 2.04470 -0.90953 -0.1 0.1 0.0
H -3.37064 2.67591 -0.56428 0.0 0.1 0.0
H -1.87521 2.48661 1.43217 0.0 -0.2 0.0
H 0.89824 1.63699 1.31496 -0.1 0.1 0.1
H 0.23759 2.95938 2.29263 0.0 -0.1 0.0
H 0.39425 4.51655 0.49817 -0.1 0.0 -0.1
H 0.41214 3.24606 -0.72312 -0.1 0.0 0.0
H 2.66325 4.53632 -0.07002 0.1 0.0 0.1
H 2.67020 2.80772 -1.76251 0.0 0.0 0.0
C 2.31163 -0.99551 0.43474 0.1 -0.2 0.0
C 1.82047 -1.75214 -0.62460 0.0 -0.1 0.3
C 1.11549 -2.92245 -0.39505 0.0 0.0 0.0
C 0.88731 -3.34293 0.90312 0.1 0.0 0.0
C 1.37711 -2.60672 1.96872 0.0 0.0 0.1
C 2.09038 -1.44644 1.73093 0.0 0.1 -0.1
H 2.49034 -0.86762 2.55058 0.1 0.0 0.1
H 1.20436 -2.93707 2.98197 0.0 0.0 0.1
H 0.32812 -4.24990 1.07963 0.0 -0.1 0.0
H 0.74494 -3.49388 -1.23209 0.0 0.0 -0.1
Cl 2.11870 -1.27846 -2.25695 0.0 -0.1 -0.4
```
Positions in Å, forces in eV/Å.



Entry 3:
C18H18Cl2N4O2 | ωB97M-V/def2-TZVPD

LUMO   0.511 eV
Multiplicity   1
Orbital gap   8.46 eV

Structure (XYZ):
```
44
Properties=species:S:1:pos:R:3:forces:R:3
O 0.66998 2.92134 2.46903 -0.1 -1.1 -1.8
Cl 2.03681 -4.00555 -0.02049 -0.5 -0.9 0.3
Cl 2.87632 1.03428 -2.02919 -0.7 0.3 -0.3
N 0.57617 0.11484 0.47579 1.7 -1.8 -0.4
N 5.18592 -1.65570 -0.44364 -1.2 -2.0 0.2
O -5.07937 1.22956 -1.92086 0.0 0.3 -0.3
C 0.72453 1.70926 2.18333 -1.0 2.1 3.1
C 0.04377 -0.38510 -0.56111 1.1 -1.6 -1.6
C 4.35067 -2.72870 -0.16949 0.8 2.4 -0.8
C 4.62809 -0.59447 -0.98250 0.4 -0.1 -0.7
C -3.22591 -0.41118 -2.44395 -0.1 2.0 1.7
C -1.97251 -0.70966 -2.05635 3.1 -1.7 1.3
C -3.06015 1.47550 -0.89646 1.5 0.2 -0.3
C 2.97854 -2.64342 -0.39277 0.7 1.5 -0.5
C 3.28996 -0.43933 -1.26997 -1.2 -1.6 0.7
C -3.77704 0.72050 -1.80966 -2.2 0.3 -0.5
C -1.20604 0.05224 -1.16185 0.0 -0.6 0.0
C 2.37956 -1.47637 -0.96162 -0.2 0.0 0.0
C -1.72764 1.18501 -0.60391 -1.1 -0.1 -0.4
N 1.07310 0.88732 3.22112 0.7 -2.6 -0.1
N 0.10396 1.17109 1.06499 -2.2 1.0 0.4
C -6.09004 0.63060 -2.72715 0.4 -2.6 0.4
C 0.85454 -1.46937 -1.33797 1.8 -0.9 2.9
C 1.60267 1.38547 4.46746 0.6 1.5 0.3
C 1.51583 -0.52427 3.06687 -2.9 0.5 -3.2
C -0.85982 1.99936 0.28348 1.0 0.5 0.8
H 4.85775 -3.64203 0.09953 -0.2 -0.1 0.4
H 5.24326 0.16057 -1.45072 0.6 0.2 0.6
H -3.59553 -1.19905 -2.98776 -2.1 -0.9 -1.5
H -1.56380 -1.73243 -2.27434 -0.4 1.2 -0.3
H -3.46308 2.38646 -0.52755 -0.7 0.4 0.3
H -5.96023 0.76703 -3.79742 0.2 0.4 -0.1
H -7.15334 0.83305 -2.45308 1.2 0.7 0.3
H -5.99438 -0.47051 -2.54465 -0.2 0.5 -0.4
H 0.59116 -2.57220 -1.24450 -0.5 1.7 -0.1
H 0.84839 -1.17507 -2.33315 -0.3 0.4 -2.1
H 1.19959 2.36965 4.68577 0.0 0.2 -0.3
H 2.73093 1.51582 4.40617 -1.2 -0.5 0.4
H 1.23931 0.77985 5.32351 0.6 -0.1 -0.7
H 2.32582 -0.53298 2.38178 1.0 -0.4 -0.4
H 0.71356 -1.19599 2.61798 0.8 1.0 0.4
H 1.71915 -0.94339 3.97548 0.8 -0.7 2.4
H -0.12313 2.59411 -0.25082 -0.8 0.9 -0.7
H -1.50730 2.58386 0.93065 0.5 0.3 0.2
```
Positions in Å, forces in eV/Å.



Entry 4:
C18H18ClN5O | ωB97M-V/def2-TZVPD

LUMO   0.762 eV
Multiplicity   1
Orbital gap   8.56 eV

Structure (XYZ):
```
43
Properties=species:S:1:pos:R:3:forces:R:3
C 5.51230 1.18555 1.88741 0.2 0.0 0.0
H 5.85554 2.07589 1.35014 0.0 0.0 0.0
O 4.13041 0.98227 1.72244 -0.3 -0.1 -0.1
C 3.64953 0.76009 0.46844 -0.2 0.0 -0.1
C 4.41969 0.73704 -0.68950 0.2 0.0 0.2
C 3.81107 0.50181 -1.91077 0.0 0.0 0.0
C 2.44877 0.28870 -1.99730 -0.1 0.0 0.0
C 1.67373 0.31356 -0.84559 0.2 0.0 -0.1
C 2.27455 0.55000 0.37769 0.2 0.0 0.0
H 1.69301 0.56486 1.28713 -0.1 0.0 0.2
C 0.17675 0.08431 -0.91040 0.3 0.0 -0.3
N -0.20192 -0.92622 0.03570 -0.7 0.1 0.7
C -0.87157 -0.74736 1.18509 0.3 -0.4 -0.2
N -0.92850 -1.86838 1.87482 -0.3 0.2 0.4
C -0.24593 -2.74075 1.08356 -0.1 0.9 -0.4
N 0.21832 -2.22069 -0.03316 0.4 -0.7 -0.3
N -0.13568 -4.06423 1.40676 0.1 -0.3 0.0
H 0.63059 -4.53531 0.95329 0.0 0.0 0.1
H -0.23019 -4.24645 2.39310 0.1 0.0 -0.1
N -1.36642 0.48452 1.50824 0.0 0.2 0.4
H -2.03574 0.45857 2.26575 0.0 0.0 0.0
C -1.77995 1.26714 0.34632 0.0 0.3 -0.2
C -3.04697 0.68742 -0.25555 0.0 0.1 0.1
C -3.06760 -0.07425 -1.41649 -0.1 0.1 0.1
C -4.24095 -0.63373 -1.89232 0.0 -0.1 -0.1
C -5.42971 -0.44110 -1.21314 0.0 0.0 0.0
C -5.43989 0.31467 -0.05468 0.0 0.0 0.1
C -4.25916 0.86427 0.41268 -0.1 -0.1 -0.3
Cl -4.32663 1.79805 1.87599 0.0 0.1 0.2
H -6.35673 0.47682 0.49036 -0.1 0.0 0.1
H -6.34722 -0.87603 -1.57811 -0.1 0.0 0.0
H -4.22134 -1.22394 -2.79560 0.0 -0.1 -0.1
H -2.15660 -0.23898 -1.96530 0.2 0.0 -0.1
C -0.58113 1.39795 -0.60458 -0.2 0.0 0.2
H 0.12217 2.08216 -0.12629 -0.1 0.0 -0.1
H -0.91210 1.85800 -1.53579 0.1 0.0 0.0
H -2.01643 2.27329 0.71459 0.1 -0.2 -0.1
H -0.06142 -0.29338 -1.91325 0.0 0.1 0.2
H 1.98906 0.09940 -2.95538 -0.1 -0.1 -0.1
H 4.41587 0.48183 -2.80535 0.1 0.0 -0.1
H 5.48587 0.89535 -0.65362 0.1 0.0 0.0
H 6.08964 0.31606 1.55676 0.0 0.0 0.0
H 5.66292 1.33122 2.95588 0.0 0.0 -0.1
```
Positions in Å, forces in eV/Å.



Entry 5:
C18H18EuFO | ωB97M-V/def2-TZVPD

LUMO (alpha / beta)   -1.274 / -0.188 eV
⟨S²⟩   12.06
Multiplicity   7
Orbital gap (alpha / beta)   5.86 / 7.01 eV

Structure (XYZ):
```
39
Properties=species:S:1:pos:R:3:forces:R:3
C 0.41815 -1.66230 1.16010 -0.5 -0.8 -0.7
C -0.85068 -2.25057 0.81636 1.1 -0.1 0.3
C -0.70944 -2.95568 -0.40903 0.3 0.7 0.3
H -1.72018 -2.21973 1.46724 0.1 0.1 -0.4
C 0.63989 -2.79495 -0.84991 -0.1 0.4 0.5
C 1.34344 -2.01624 0.11987 -0.5 0.1 0.0
H 2.42216 -1.81850 0.12574 -0.6 0.0 -0.1
H 0.63786 -1.14098 2.10330 -0.2 -0.3 -0.8
H -1.44959 -3.61018 -0.85797 0.1 0.2 0.0
H 1.07866 -3.32408 -1.68545 0.0 0.2 0.0
C -0.77100 2.70991 0.07875 0.4 -1.4 -0.2
C -0.47037 1.62142 0.97700 0.5 0.7 -0.1
C 0.96182 1.47143 1.01886 -0.4 0.3 -1.2
H -1.28652 0.92447 1.24599 1.0 1.1 1.3
C 1.50645 2.34559 0.00836 -0.6 -0.2 0.2
C 0.41991 3.08850 -0.57485 0.1 -0.5 0.7
H 0.48084 3.87285 -1.31355 0.2 0.0 0.0
H -1.76761 3.13538 -0.01585 0.2 -0.2 -0.3
H 1.53680 0.86350 1.73288 -0.3 0.3 -0.7
H 2.56650 2.50876 -0.22584 -0.6 -0.2 0.2
Eu -0.54522 -0.14763 -0.93946 0.2 0.4 3.8
O -0.25400 -0.11285 -3.27491 -0.2 -1.2 -2.0
C -1.46288 -0.71515 -3.87637 1.5 0.0 -0.5
C -0.16219 -0.91784 -4.58809 -0.9 0.3 1.7
H -1.88954 -1.56496 -3.33086 0.0 0.4 -0.1
H -2.08678 0.05844 -4.30679 -0.4 -0.3 0.2
H 0.32680 -1.89239 -4.47282 -0.1 0.5 0.2
H 1.00388 -1.87733 -6.82886 0.0 0.4 0.0
C 0.70611 -0.82814 -6.92612 -0.8 0.1 0.6
C 0.13035 -0.16779 -5.81311 0.3 1.3 -1.5
C -0.28932 1.18256 -5.99744 -0.2 -1.1 -0.1
H -0.78418 1.72046 -5.17811 0.4 -0.2 -0.3
C -0.20453 1.76890 -7.25920 0.0 0.2 -0.2
H -0.57985 2.77615 -7.39645 0.0 0.0 0.1
C 0.29560 1.09712 -8.38317 0.0 -0.4 0.9
H 0.32668 1.57856 -9.37165 0.0 -0.3 0.6
C 0.73708 -0.21334 -8.17838 0.1 0.2 -0.4
H 1.07831 -0.77563 -9.03920 0.2 -0.1 0.1
F -2.30273 -0.02325 0.46087 -0.4 -0.9 -2.2
```
Positions in Å, forces in eV/Å.



What did the first record say?
C18H18BrN13O2PdS | ωB97M-V/def2-TZVPD

LUMO   3.848 eV
Charge   -2
Multiplicity   1
Orbital gap   5.96 eV

Structure (XYZ):
```
54
Properties=species:S:1:pos:R:3:forces:R:3
Pd 2.61723 -0.13183 0.12411 1.9 -1.2 -0.5
C 1.87698 1.02399 3.89301 0.0 0.0 -0.4
O 1.25333 1.48033 2.68450 0.3 -0.1 0.0
C -0.09519 1.36524 2.62961 -0.3 -0.1 -0.3
C -0.90032 1.68882 3.70619 0.0 0.0 -0.1
C -2.27876 1.61498 3.57408 0.0 0.1 0.1
Br -3.35447 2.20206 5.03793 0.0 -0.1 0.0
C -2.87601 1.15987 2.43137 -0.1 -0.1 -0.1
C -2.07651 0.78919 1.34655 0.4 0.1 0.2
C -0.67968 0.94067 1.40269 0.2 0.0 0.1
O 0.02120 0.70188 0.28743 0.2 0.1 0.4
C -2.71554 0.17806 0.18326 -0.1 -0.1 -0.5
N -4.01616 0.10459 -0.00956 -0.1 0.1 0.3
C -4.17235 -0.62922 -1.16107 0.4 -0.1 -0.1
C -5.32614 -1.05732 -1.81597 0.0 0.0 0.0
C -5.17598 -1.83443 -2.95014 -0.2 0.0 0.0
C -3.91258 -2.18470 -3.44249 0.1 0.0 0.0
C -2.75367 -1.76616 -2.81461 0.1 0.0 0.0
C -2.90421 -0.99174 -1.67192 -0.4 0.0 0.1
N -2.00356 -0.45158 -0.79874 -0.1 -0.1 0.0
H 1.66806 1.69920 4.72983 0.0 -0.1 0.0
H 2.94194 1.01828 3.67478 0.0 0.0 0.0
H 1.54890 0.00571 4.10219 0.0 0.0 0.1
H -0.45975 2.00968 4.63829 0.0 0.0 0.0
H -3.94644 1.04966 2.34282 0.0 0.0 0.0
H 1.04711 0.42558 0.37413 -1.7 0.8 0.5
H -6.30664 -0.80616 -1.43276 0.0 0.0 0.0
H -6.05747 -2.18988 -3.47106 0.0 0.0 0.0
H -3.84154 -2.80138 -4.32969 0.0 0.0 0.0
H -1.77244 -2.03970 -3.18038 0.0 0.0 0.0
H -0.99194 -0.48319 -0.82288 0.0 0.1 0.0
N 1.12063 -3.13691 -1.15207 0.1 -0.1 -0.1
C 1.50443 -2.21820 -2.10222 0.0 0.4 -0.4
N 1.54846 -2.52880 -3.39778 -0.1 -0.3 0.2
N 1.88521 -1.38267 -4.00482 0.0 0.2 0.0
N 2.03432 -0.44330 -3.13141 0.0 0.1 -0.2
N 1.79766 -0.93182 -1.89881 -0.1 -0.2 0.6
C 1.21531 -3.02402 0.21774 -0.1 0.0 0.7
N 0.80190 -4.00423 1.02014 0.0 -0.1 -0.5
N 0.97882 -3.52347 2.25578 0.1 0.1 0.1
N 1.46974 -2.33032 2.20279 0.1 0.2 0.4
N 1.64434 -1.97133 0.91549 -0.1 -0.1 -0.3
H 0.99031 -4.07308 -1.49253 0.0 0.0 0.0
C 3.19477 3.86861 -0.66428 0.1 -0.1 0.0
N 2.81324 2.56212 -0.14961 0.0 0.2 -0.2
C 3.64881 1.46627 -0.51550 -0.2 0.2 0.0
N 3.95761 1.43874 -1.88964 0.1 0.4 -0.2
S 4.82680 0.90514 0.62802 -0.4 -0.3 0.5
H 2.48940 4.62034 -0.30717 0.0 0.0 0.0
H 3.16952 3.85149 -1.75202 0.0 0.1 0.0
H 4.21034 4.15427 -0.34848 0.0 0.0 -0.1
H 2.75114 2.57763 0.85925 -0.1 0.0 0.0
H 3.11374 1.43583 -2.45710 0.0 -0.2 0.0
H 4.47610 0.59721 -2.09724 0.0 0.0 0.0
```
Positions in Å, forces in eV/Å.



> The highest multiplicity belongs to which entry?

C18H18EuFO



What did the second record say?
C18H18Cl2N2O2 | ωB97M-V/def2-TZVPD

LUMO   0.558 eV
Multiplicity   1
Orbital gap   9.47 eV

Structure (XYZ):
```
42
Properties=species:S:1:pos:R:3:forces:R:3
O 4.14921 0.49196 0.77997 0.3 0.0 0.3
C 3.07380 0.28680 0.25079 -0.3 0.0 -0.2
N 2.42124 1.18174 -0.51528 -0.1 0.2 -0.1
H 1.47560 0.96016 -0.81003 0.1 -0.1 0.1
C 2.90839 2.52025 -0.73424 0.3 0.2 0.2
H 3.99422 2.49447 -0.61138 -0.1 0.0 -0.1
C 2.31560 3.54978 0.23961 -0.1 -0.1 -0.3
H 2.70070 3.35972 1.24258 0.1 0.0 0.1
C 0.78366 3.52334 0.26550 0.2 -0.1 0.2
C 0.25010 2.51593 1.29570 0.2 0.0 -0.3
N -1.08650 2.05286 0.98140 -0.1 0.2 0.3
C -1.29641 1.06901 0.08355 -0.3 0.3 0.2
O -0.39863 0.53428 -0.53985 0.1 -0.1 -0.2
C -2.73511 0.69170 -0.08217 -0.1 -0.2 -0.2
C -3.68147 1.64953 -0.43052 0.1 -0.1 0.0
C -5.00247 1.29354 -0.63274 -0.1 0.0 0.0
C -5.39163 -0.02751 -0.48108 0.0 0.1 0.0
C -4.46462 -0.99196 -0.12874 0.1 0.0 0.0
C -3.13920 -0.63340 0.06488 -0.1 0.2 0.0
Cl -1.98756 -1.83334 0.52879 -0.1 -0.1 0.0
H -4.75860 -2.02168 -0.00396 0.0 -0.1 0.0
H -6.42154 -0.30950 -0.63765 -0.1 0.0 0.0
H -5.72616 2.04470 -0.90953 -0.1 0.1 0.0
H -3.37064 2.67591 -0.56428 0.0 0.1 0.0
H -1.87521 2.48661 1.43217 0.0 -0.2 0.0
H 0.89824 1.63699 1.31496 -0.1 0.1 0.1
H 0.23759 2.95938 2.29263 0.0 -0.1 0.0
H 0.39425 4.51655 0.49817 -0.1 0.0 -0.1
H 0.41214 3.24606 -0.72312 -0.1 0.0 0.0
H 2.66325 4.53632 -0.07002 0.1 0.0 0.1
H 2.67020 2.80772 -1.76251 0.0 0.0 0.0
C 2.31163 -0.99551 0.43474 0.1 -0.2 0.0
C 1.82047 -1.75214 -0.62460 0.0 -0.1 0.3
C 1.11549 -2.92245 -0.39505 0.0 0.0 0.0
C 0.88731 -3.34293 0.90312 0.1 0.0 0.0
C 1.37711 -2.60672 1.96872 0.0 0.0 0.1
C 2.09038 -1.44644 1.73093 0.0 0.1 -0.1
H 2.49034 -0.86762 2.55058 0.1 0.0 0.1
H 1.20436 -2.93707 2.98197 0.0 0.0 0.1
H 0.32812 -4.24990 1.07963 0.0 -0.1 0.0
H 0.74494 -3.49388 -1.23209 0.0 0.0 -0.1
Cl 2.11870 -1.27846 -2.25695 0.0 -0.1 -0.4
```
Positions in Å, forces in eV/Å.



> multiplicity of number 2 (C18H18Cl2N2O2)?

1